#P
Entry from the Open Molecules 2025 dataset: a cluster of 2 separate species, C2H2FNO2 in total (the ωB97M-V functional and the def2-TZVPD basis).

Atoms and positions in Å:
C 0.036 -0.227 0.387
C 0.313 -1.170 -0.513
N 0.048 2.300 -0.002
O -1.142 0.138 0.627
O -1.022 2.081 0.345
F -0.479 -1.747 -1.344
H 0.840 -0.051 1.118
H 1.406 -1.326 -0.617

The orbital gap (spin up / spin down) is 9.07 / 7.61 eV. Its multiplicity is 1.

#Q
Entry from the Open Molecules 2025 dataset: a structure of composition C2H2FNO2 (the ωB97M-V functional and the def2-TZVPD basis).

Atoms and positions in Å:
C 0.983 -0.546 0.265
C -0.830 0.293 0.281
N 0.411 0.446 -0.617
O 2.057 -0.969 0.438
O -0.061 -0.633 1.084
F 0.135 0.220 -1.915
H -1.039 1.153 0.860
H -1.656 0.038 -0.396

The orbital gap is 11.46 eV. Its multiplicity is 1.

#Q comes first in stability; the runner-up is 216.7 kJ/mol higher.

#P
Entry from the Open Molecules 2025 dataset: the molecule C4H8O2S2 (the ωB97M-V functional and the def2-TZVPD basis).

Atoms and positions in Å:
C -0.698 -0.437 3.309
S -1.314 0.332 1.800
S -0.626 -0.885 0.356
C 1.110 -0.374 0.082
C 1.280 0.819 -0.836
C 0.754 0.519 -2.222
O -0.241 0.985 -2.682
O 1.654 -0.303 -2.871
H -0.050 -1.310 3.116
H -0.062 0.224 3.879
H -1.507 -0.769 3.967
H 1.609 -1.250 -0.347
H 1.635 -0.268 1.031
H 2.335 1.128 -0.935
H 0.813 1.739 -0.479
H 1.161 -0.893 -3.435

As for the SMILES: CSSCCC(=O)O. The orbital gap is 9.57 eV. Its multiplicity is 1.

#Q
Entry from the Open Molecules 2025 dataset: the molecule C4H8O2S2 (the ωB97M-V functional and the def2-TZVPD basis).

Atoms and positions in Å:
C -0.749 1.591 1.284
S 0.047 1.457 -0.373
C 0.040 -0.320 -0.345
S 1.446 -0.953 0.387
C 2.794 -0.059 -0.373
C -1.464 -0.935 -0.185
O -1.637 -1.973 0.417
O -2.402 0.017 -0.715
H -1.655 0.896 0.954
H -1.284 2.758 1.238
H -0.148 1.467 2.346
H 0.116 -0.507 -1.356
H 2.731 1.080 -0.504
H 2.867 -0.133 -1.607
H 3.801 -0.218 0.203
H -1.726 0.585 -1.396

As for the SMILES: CSC(SC)C(=O)O. The orbital gap is 9.19 eV. Its multiplicity is 1.

#P comes first in stability; the runner-up is 377.1 kJ/mol higher.

#P
Entry from the Open Molecules 2025 dataset: the molecule C4H10OS2 (the ωB97M-V functional and the def2-TZVPD basis).

Atoms and positions in Å:
C -0.149 -1.819 2.968
S -1.129 -2.174 1.532
S -1.265 -0.686 0.191
C 0.030 -0.549 -1.021
C -0.013 0.631 -2.096
C -0.038 1.998 -1.256
O 1.037 2.160 -0.358
H -0.840 -1.809 3.866
H 0.562 -2.589 3.218
H 0.293 -0.952 3.096
H 0.965 -0.370 -0.540
H 0.148 -1.457 -1.548
H -0.930 0.530 -2.764
H 0.901 0.607 -2.713
H 0.273 2.880 -2.003
H -1.071 2.149 -0.824
H 1.224 1.452 0.254

As for the SMILES: CSSCCCO. The orbital gap is 9.53 eV. Its multiplicity is 1.

#Q
Entry from the Open Molecules 2025 dataset: a cluster of 3 separate species, C4H10OS2 in total (the ωB97M-V functional and the def2-TZVPD basis).

Atoms and positions in Å:
C 2.305 -0.446 -0.169
C 2.669 -1.699 -0.670
O 4.718 -0.109 2.243
C 3.034 0.779 0.032
S -1.506 0.084 0.505
S -3.415 0.191 -0.242
C -3.361 0.623 -2.011
H 3.923 0.968 -0.642
H 1.176 -0.266 0.005
H 1.985 -2.550 -0.420
H 3.703 -1.844 -0.954
H 5.444 0.497 2.109
H 4.054 0.073 1.559
H 2.606 1.718 0.235
H -2.314 0.476 -2.237
H -3.435 1.700 -2.182
H -4.025 0.147 -2.721

The orbital gap is 2.79 eV. Its multiplicity is 1.

#P comes first in stability; the runner-up is 413.9 kJ/mol higher.

#P
Entry from the Open Molecules 2025 dataset: a cluster of 2 separate species, C4H11BO3 in total (the ωB97M-V functional and the def2-TZVPD basis).

Atoms and positions in Å:
B -0.130 -1.184 -1.952
C 0.422 -2.131 0.113
C -2.346 -0.126 -2.162
C 0.530 1.946 3.579
C 1.163 1.355 1.549
O 0.750 -1.853 -1.192
O -1.361 -0.817 -1.347
O 0.362 1.910 2.317
H -0.691 -1.808 0.274
H 1.112 -1.496 0.662
H 0.520 -3.179 0.446
H -2.571 -0.859 -2.945
H -1.897 0.842 -2.441
H -3.175 -0.064 -1.573
H 0.143 -0.874 -3.032
H 1.419 1.554 4.026
H -0.188 2.337 4.209
H 2.124 0.901 1.820
H 0.867 1.186 0.493

The orbital gap (spin up / spin down) is 8.23 / 8.11 eV. Its multiplicity is 1.

#Q
Entry from the Open Molecules 2025 dataset: a cluster of 2 separate species, C4H11BO3 in total (the ωB97M-V functional and the def2-TZVPD basis).

Atoms and positions in Å:
B 0.091 -0.392 -0.731
C 1.918 -1.891 -1.408
C -2.324 -0.496 -1.171
C 0.680 0.968 2.447
C -0.299 2.093 0.634
O 1.266 -0.877 -0.592
O -1.006 -0.996 -1.143
O 0.655 2.109 1.603
H 2.036 -1.336 -2.480
H 1.524 -2.889 -1.665
H 2.905 -1.962 -0.958
H -2.493 0.565 -1.060
H -2.772 -0.806 -0.242
H -2.840 -0.761 -2.082
H 0.883 0.111 1.687
H -0.335 0.828 3.047
H 1.566 0.966 3.198
H -1.358 1.800 0.937
H -0.096 2.970 -0.020

The orbital gap (spin up / spin down) is 7.30 / 7.43 eV. Its multiplicity is 1.

#P comes first in stability; the runner-up is 36.9 kJ/mol higher.

#P
Entry from the Open Molecules 2025 dataset: the molecule C22H27BrN2O3 (the ωB97M-V functional and the def2-TZVPD basis).

Atoms and positions in Å:
C -6.104 -2.377 -0.372
C -5.623 -1.435 0.415
C -4.644 -1.680 1.523
O -3.624 -0.695 1.566
C -2.916 -0.400 0.443
C -2.521 0.927 0.309
Br -3.078 2.131 1.661
C -1.763 1.387 -0.748
C -1.394 0.495 -1.740
C -0.590 0.976 -2.926
N 0.410 1.942 -2.541
C 1.591 1.576 -1.932
C 1.764 0.335 -1.320
C 2.949 0.009 -0.691
C 3.999 0.919 -0.651
N 5.227 0.647 -0.029
C 5.666 -0.510 0.541
O 5.025 -1.535 0.602
C 7.077 -0.369 1.101
C 7.570 -1.677 1.714
C 8.976 -1.538 2.280
C 3.830 2.166 -1.249
C 2.649 2.488 -1.882
C -1.768 -0.838 -1.631
C -2.502 -1.311 -0.549
O -2.857 -2.616 -0.371
C -2.406 -3.608 -1.272
C -0.947 -3.993 -1.045
H -5.813 -3.408 -0.260
H -6.815 -2.160 -1.151
H -5.915 -0.400 0.293
H -5.144 -1.570 2.493
H -4.219 -2.686 1.453
H -1.466 2.421 -0.801
H -1.271 1.461 -3.633
H -0.137 0.113 -3.435
H 0.462 2.779 -3.099
H 0.961 -0.384 -1.320
H 3.067 -0.956 -0.228
H 5.870 1.427 -0.030
H 7.073 0.420 1.859
H 7.747 -0.059 0.295
H 6.878 -1.980 2.501
H 7.551 -2.454 0.948
H 9.679 -1.251 1.500
H 9.308 -2.481 2.708
H 9.003 -0.780 3.061
H 4.634 2.888 -1.222
H 2.536 3.458 -2.345
H -1.459 -1.518 -2.408
H -2.580 -3.299 -2.310
H -3.050 -4.467 -1.062
H -0.811 -4.329 -0.020
H -0.673 -4.799 -1.720
H -0.284 -3.148 -1.216

As for the SMILES: C=CCOc1c(Br)cc(CNc2ccc(NC(=O)CCC)cc2)cc1OCC. The orbital gap is 8.12 eV. Its multiplicity is 1.

#Q
Entry from the Open Molecules 2025 dataset: the molecule C22H27BrN2O3 (the ωB97M-V functional and the def2-TZVPD basis).

Atoms and positions in Å:
C 1.467 -1.984 2.739
O 1.366 -0.627 2.378
C 0.387 -0.236 1.514
C -0.719 -1.019 1.202
C -1.698 -0.589 0.318
C -2.886 -1.455 -0.003
N -4.064 -0.640 -0.224
C -5.246 -1.368 -0.638
C -6.367 -0.377 -1.012
C -7.423 -0.517 0.083
C -7.357 -2.000 0.434
C -5.857 -2.288 0.451
C -1.567 0.653 -0.283
C -0.470 1.431 0.023
Br -0.233 3.113 -0.825
C 0.520 1.030 0.917
O 1.536 1.929 1.083
C 2.663 1.645 1.881
C 3.498 0.446 1.411
O 4.262 -0.120 2.160
N 3.281 0.150 0.107
C 3.738 -0.941 -0.643
C 4.771 -1.753 -0.190
C 5.199 -2.823 -0.955
C 4.604 -3.086 -2.175
C 3.573 -2.278 -2.622
C 3.119 -1.203 -1.874
C 1.983 -0.356 -2.375
H 0.673 -2.276 3.433
H 1.449 -2.634 1.859
H 2.434 -2.071 3.233
H -0.824 -1.988 1.664
H -3.014 -2.207 0.795
H -2.690 -1.999 -0.935
H -4.269 -0.097 0.611
H -4.952 -1.956 -1.513
H -6.797 -0.650 -1.976
H -5.972 0.634 -1.091
H -7.149 0.083 0.953
H -8.411 -0.205 -0.250
H -7.842 -2.585 -0.349
H -7.835 -2.232 1.385
H -5.444 -2.012 1.424
H -5.635 -3.340 0.276
H -2.315 0.997 -0.978
H 3.279 2.548 1.814
H 2.393 1.484 2.929
H 2.647 0.765 -0.386
H 5.228 -1.540 0.762
H 6.003 -3.447 -0.594
H 4.938 -3.917 -2.778
H 3.105 -2.487 -3.574
H 2.289 0.682 -2.514
H 1.636 -0.729 -3.335
H 1.141 -0.380 -1.681

As for the SMILES: COc1cc(CNC2CCCC2)cc(Br)c1OCC(=O)Nc1ccccc1C. The orbital gap is 8.98 eV. Its multiplicity is 1.

#Q comes first in stability; the runner-up is 64.0 kJ/mol higher.